[1]
This record from the OMol25 dataset describes C27H32N4O4S2Sc as an isolated structure. The level of theory is ωB97M-V/def2-TZVPD.

Computed properties:
LUMO level (eV): -3.2
Total charge: +1
Energy relative to the best compared isomer or geometry (same formula, charge and spin) (kJ/mol): 0.0
Kohn-Sham gap (eV): 6.6

The geometry in XYZ format:
```
70
Properties=species:S:1:pos:R:3:lowdin_charge:R:1
C -0.788 -0.942 3.578 -0.12
N -0.681 -0.704 -1.870 -0.09
H -2.584 0.258 3.774 0.15
C 3.026 0.750 4.136 -0.08
C 1.142 4.628 -4.095 -0.02
O 0.037 -1.265 2.460 -0.24
C 0.581 4.778 -2.834 -0.22
H 0.554 2.455 1.720 0.07
H -2.911 -2.676 2.388 0.13
H 1.510 -3.889 -4.340 0.11
H -0.183 -3.831 -1.127 0.10
O 0.651 -2.635 0.276 -0.23
C 1.599 6.995 -4.129 -0.08
C -1.740 -3.900 -3.386 -0.08
H 1.999 7.862 -4.639 0.11
H 1.176 3.652 -4.557 0.11
H -4.088 -0.525 2.250 0.15
C -0.554 -4.339 -3.960 -0.08
H 0.080 6.117 -1.231 0.11
N 0.082 2.483 -2.615 0.10
H 3.628 -0.422 2.445 0.10
C 1.229 1.962 2.408 -0.14
H 1.440 -1.710 -3.147 0.12
H 1.585 -2.213 3.469 0.14
C -3.339 -0.752 1.491 -0.12
H 2.254 2.079 5.640 0.10
C 1.304 2.367 3.735 -0.09
H -0.523 -5.285 -4.483 0.11
C 0.590 -3.553 -3.880 -0.06
C -0.624 -1.919 -2.623 -0.28
C -1.776 -2.689 -2.709 -0.04
C 1.034 7.128 -2.869 -0.08
H -1.179 1.115 3.104 0.12
H 3.752 0.293 4.797 0.11
H -0.170 -0.602 4.413 0.15
N -0.300 0.318 -2.524 0.08
C 0.523 6.020 -2.216 -0.03
C 0.850 -2.421 2.686 -0.13
H 2.337 -2.015 1.189 0.07
S -1.317 1.709 -0.385 0.66
H -0.350 3.816 -1.208 0.10
H -2.693 -2.324 -2.263 0.12
C -0.451 1.515 -1.896 -0.80
O -2.121 -0.063 1.770 -0.30
H 2.090 5.640 -5.717 0.11
H -1.337 -1.840 3.882 0.13
C 2.190 1.755 4.609 -0.09
C 1.650 5.746 -4.735 -0.07
C -1.459 -3.772 0.618 -0.13
H 0.678 3.181 4.082 0.11
H 1.984 -3.747 1.427 0.15
H 0.991 8.098 -2.392 0.11
C 0.559 -2.335 -3.218 -0.02
H -2.158 -4.418 0.081 0.15
Sc -0.428 -0.538 0.318 0.73
C -0.094 -3.812 -0.046 -0.12
H 0.200 -3.236 3.022 0.13
H -3.675 -0.355 0.532 0.14
H 0.446 -4.704 0.274 0.15
C 2.033 0.923 1.936 -0.64
C 1.556 -2.744 1.391 -0.15
C 2.951 0.341 2.812 -0.13
C -3.089 -2.239 1.399 -0.14
S 1.906 0.352 0.259 0.65
O -1.927 -2.423 0.594 -0.21
N 0.052 3.672 -2.134 0.03
H -2.640 -4.494 -3.474 0.11
C -1.714 0.167 3.123 -0.11
H -3.951 -2.742 0.952 0.15
H -1.409 -4.102 1.660 0.13
```

***

[2]
This record from the OMol25 dataset describes a 2-piece molecular cluster, CH6NPS overall at a distorted geometry. The level of theory is ωB97M-V/def2-TZVPD.

Computed properties:
LUMO level (eV): -0.1
Energy relative to the best compared isomer or geometry (same formula, charge and spin) (kJ/mol): 127.8
Kohn-Sham gap (eV): 9.1
SMILES: C=PS.N

The geometry in XYZ format:
```
10
Properties=species:S:1:pos:R:3:lowdin_charge:R:1
H 0.513 1.576 1.715 -0.01
H -1.165 -1.128 -2.540 0.00
S -0.612 -1.531 1.239 0.22
H -1.557 0.117 -1.504 0.02
H 0.034 -0.171 -1.816 -0.05
H 2.213 1.578 1.011 -0.02
C 1.320 0.987 1.248 -0.44
P 1.253 -0.626 0.734 0.46
N -0.893 -0.182 -2.280 -0.03
H -1.106 -0.620 2.191 -0.16
```

***

[3]
This record from the OMol25 dataset describes C19H33BCl2F2InN5O3 as an isolated structure. The level of theory is ωB97M-V/def2-TZVPD.

Computed properties:
LUMO level (eV): -0.1
Energy relative to the best compared isomer or geometry (same formula, charge and spin) (kJ/mol): 211.5
Kohn-Sham gap (eV): 7.3

The geometry in XYZ format:
```
66
Properties=species:S:1:pos:R:3:lowdin_charge:R:1
H 0.800 -0.345 2.573 0.06
C 3.270 -1.504 0.861 -0.76
H 1.566 1.235 -4.803 0.09
C -1.036 1.590 3.094 -0.17
C 0.311 0.341 -3.304 -0.29
H -1.622 2.254 3.734 0.11
N -2.895 -1.275 -0.169 0.22
C 0.096 -1.065 -3.009 -0.36
H 1.983 -1.972 -3.608 0.04
H -3.677 0.989 -2.042 0.07
N -1.149 2.032 0.639 0.12
H 0.634 -2.288 -4.694 0.09
H 0.090 -1.545 3.398 0.08
H -2.435 -0.917 -1.001 0.05
H -3.682 0.915 -3.788 0.08
H -1.754 2.015 -0.181 0.14
H -4.323 -2.042 2.605 0.09
N -0.092 -0.660 2.942 0.03
O 0.470 -3.940 1.472 0.06
C -1.858 -3.828 2.050 -0.03
N -2.860 -3.002 1.408 -0.08
F 0.530 2.474 -0.956 0.09
H -0.097 2.103 2.880 0.11
F 1.195 1.805 1.137 0.10
C 0.914 -2.170 -3.640 -0.10
C -1.162 2.443 -3.501 -0.04
Cl 2.155 -3.168 -0.913 0.73
H -1.841 -3.112 -3.688 0.09
C 3.600 -2.211 -0.466 -0.89
H -4.900 -2.663 1.043 0.08
H -1.712 0.243 1.561 0.07
H 2.439 0.252 -3.644 0.03
C -4.219 -2.848 1.874 -0.02
H 4.435 -2.887 -0.363 0.07
H -1.731 -3.590 3.108 0.14
H -3.899 -1.312 -0.193 0.11
N -0.933 -2.455 0.336 0.12
H -1.647 -3.190 -1.944 0.07
H -4.013 -0.539 -2.861 0.06
In 0.577 -0.634 -0.689 1.02
C -0.737 0.297 3.840 -0.26
H -1.041 3.015 0.896 0.16
C -1.767 1.303 1.789 -0.16
C -2.231 -2.230 0.501 -0.43
C -2.014 -2.561 -2.759 -0.05
O 2.218 -0.772 0.846 -0.18
C -0.605 -3.445 1.270 -0.48
H -4.534 -3.779 2.338 0.10
C -1.334 -1.226 -2.803 -0.30
H -2.813 1.604 1.834 0.12
H -3.096 -2.465 -2.645 0.07
C 1.610 0.951 -3.747 -0.04
H -1.515 2.599 -4.527 0.08
H -1.936 2.862 -2.847 0.07
O 4.032 -1.718 1.784 0.07
H -0.265 3.043 -3.367 0.07
H 0.750 -3.131 -3.156 0.04
H -1.676 -0.150 4.181 0.11
Cl 4.029 -1.018 -1.734 0.65
H -0.169 0.555 4.741 0.11
C -3.391 0.358 -2.895 -0.05
C -0.902 0.991 -3.220 -0.24
H -2.062 -4.893 1.943 0.14
H 1.859 1.848 -3.179 0.08
B 0.319 1.597 0.095 -0.92
C -1.922 0.026 -2.923 -0.24
```

***

[4]
This record from the OMol25 dataset describes C6H12OSi in the gas phase at a distorted geometry. The level of theory is ωB97M-V/def2-TZVPD.

Computed properties:
LUMO level (eV): 1.0
Energy relative to the best compared isomer or geometry (same formula, charge and spin) (kJ/mol): 255.7
Kohn-Sham gap (eV): 9.7
SMILES: C=CC(C=C)[SiH2]OC

The geometry in XYZ format:
```
20
Properties=species:S:1:pos:R:3:lowdin_charge:R:1
H -3.346 -0.421 0.687 0.10
O -1.953 -1.196 -0.719 -0.33
C 1.939 -0.503 0.410 -0.21
H -0.429 0.771 1.492 0.11
H 2.857 -0.388 -1.352 0.04
H -2.139 0.678 -0.024 0.03
C 0.029 2.269 0.107 0.02
H -0.719 -1.887 1.384 0.00
C -2.752 -0.175 -0.229 -0.17
H 0.173 -2.521 -0.839 -0.02
C 3.063 -0.537 -0.330 0.03
H -3.470 0.068 -1.157 0.13
H 0.703 0.057 -1.213 0.11
C 0.102 1.028 0.585 -0.27
H -0.395 3.032 0.757 0.06
H 0.171 2.668 -0.875 0.06
H 4.025 -0.812 0.040 0.05
Si -0.556 -1.615 -0.046 0.63
H 2.074 -0.450 1.466 0.09
C 0.623 -0.067 -0.143 -0.45
```